<A>
A 9-piece molecular cluster, C36H99N9O9 overall, computed with ωB97M-V/def2-TZVPD.

SMILES: COC[C@H](C)N.COC[C@H](C)N.COC[C@H](C)N.COC[C@H](C)N.COC[C@H](C)N.COC[C@H](C)N.COC[C@H](C)N.COC[C@H](C)N.COC[C@H](C)N
HOMO-LUMO gap, eV: 9.04
Net charge: 0
E_HOMO, Ha: -0.310

Each atom is followed by the atoms it is bonded to, with distances in Å.
Positions of all 153 atoms, in Å:
1 O 1.262 -3.986 2.329  C47 1.418, C48 1.414
2 O 0.993 0.980 0.978  C43 1.406, C45 1.412
3 O 3.521 2.046 -3.994  C20 1.411, C34 1.410
4 O 0.305 -1.970 -5.767  C27 1.429, C54 1.413
5 O -3.655 -3.515 1.294  C33 1.406, C46 1.406
6 O 1.413 6.796 5.275  C26 1.391, C32 1.404
7 O -2.683 7.793 4.706  C25 1.400, C50 1.413
8 O -2.186 3.364 -1.175  C22 1.417, C52 1.411
9 O 3.570 -3.704 -1.993  C28 1.417, C38 1.393
10 N 1.247 -6.003 -3.634  C35 1.455, H82 1.010, H150 1.008
11 N -3.644 0.155 -2.099  C37 1.471, H65 1.018, H98 1.014
12 N -3.441 5.106 4.911  C44 1.480, H63 1.019, H137 1.023
13 N 0.822 -2.511 -0.128  C49 1.480, H71 1.018, H125 1.020
14 N -1.831 -2.540 -1.819  C23 1.462, H151 1.020, H152 1.028
15 N 2.673 4.447 -5.362  C19 1.493, H59 1.016, H69 1.018
16 N 3.352 3.910 6.413  C39 1.468, H131 1.017, H132 1.017
17 N -0.544 -4.608 -6.618  C29 1.487, H56 1.022, H127 1.019
18 N -0.811 -5.821 4.849  C40 1.468, H83 1.018, H103 1.016
19 C 2.036 3.874 -4.139  N15 1.493, C34 1.514, C36 1.529, H94 1.096
20 C 4.382 1.187 -3.278  O3 1.411, H115 1.096, H133 1.094, H148 1.089
21 C -2.015 -4.787 -0.908  C23 1.525, H62 1.098, H84 1.085, H138 1.093
22 C -2.184 2.050 -1.704  O8 1.417, C37 1.502, H61 1.097, H76 1.100
23 C -2.645 -3.399 -0.961  N14 1.462, C21 1.525, C46 1.516, H60 1.097
24 C 1.491 3.778 4.863  C39 1.516, H90 1.090, H128 1.093, H130 1.100
25 C -2.483 9.147 4.413  O7 1.400, H100 1.095, H119 1.097, H146 1.092
26 C 1.773 5.839 6.217  O6 1.391, C39 1.513, H129 1.105, H143 1.109
27 C -0.219 -2.942 -4.861  O4 1.429, C29 1.504, H73 1.095, H117 1.098
28 C 3.040 -4.446 -3.078  O9 1.417, C35 1.507, H75 1.097, H89 1.100
29 C -1.228 -3.803 -5.572  N17 1.487, C27 1.504, C31 1.516, H111 1.103
30 C -2.034 4.540 2.985  C44 1.511, H80 1.097, H85 1.098, H93 1.085
31 C -2.034 -4.706 -4.659  C29 1.516, H88 1.089, H96 1.091, H102 1.088
32 C 0.544 7.768 5.796  O6 1.404, H64 1.088, H87 1.101, H124 1.092
33 C -5.015 -3.467 0.938  O5 1.406, H91 1.095, H121 1.096, H122 1.088
34 C 3.025 3.142 -3.258  O3 1.410, C19 1.514, H109 1.103, H139 1.104
35 C 1.806 -5.159 -2.590  N10 1.455, C28 1.507, C42 1.518, H79 1.101
36 C 0.852 3.014 -4.582  C19 1.529, H95 1.088, H112 1.097, H147 1.086
37 C -3.583 1.522 -1.559  N11 1.471, C22 1.502, C51 1.523, H153 1.094
38 C 4.875 -3.267 -2.211  O9 1.393, H72 1.097, H78 1.091, H81 1.100
39 C 2.494 4.703 5.525  N16 1.468, C24 1.516, C26 1.513, H92 1.090
40 C 0.141 -5.684 3.740  N18 1.468, C41 1.524, C47 1.525, H67 1.092
41 C -0.410 -6.395 2.510  C40 1.524, H57 1.091, H58 1.093, H149 1.094
42 C 2.096 -6.075 -1.415  C35 1.518, H66 1.089, H136 1.095, H142 1.091
43 C 0.454 -0.308 0.812  O2 1.406, C49 1.504, H97 1.100, H99 1.107
44 C -2.275 5.527 4.103  N12 1.480, C30 1.511, C50 1.515, H145 1.098
45 C 0.227 1.824 1.812  O2 1.412, H70 1.093, H77 1.089, H134 1.100
46 C -2.823 -2.795 0.418  O5 1.406, C23 1.516, H104 1.106, H116 1.095
47 C 0.379 -4.213 3.416  O1 1.418, C40 1.525, H55 1.093, H144 1.101
48 C 2.617 -4.308 2.571  O1 1.414, H68 1.089, H106 1.094, H114 1.095
49 C 1.424 -1.171 0.052  N13 1.480, C43 1.504, C53 1.521, H101 1.099
50 C -2.374 6.956 3.610  O7 1.413, C44 1.515, H86 1.103, H140 1.100
51 C -3.925 1.428 -0.078  C37 1.523, H74 1.086, H105 1.092, H135 1.098
52 C -0.983 4.085 -1.335  O8 1.411, H113 1.088, H118 1.099, H123 1.097
53 C 1.718 -0.680 -1.357  C49 1.521, H107 1.101, H110 1.089, H141 1.093
54 C 1.071 -0.991 -5.096  O4 1.413, H108 1.095, H120 1.098, H126 1.089
55 H -0.566 -3.767 3.094  C47 1.093
56 H 0.110 -3.976 -7.083  N17 1.022
57 H -1.209 -5.826 2.032  C41 1.091
58 H -0.786 -7.385 2.782  C41 1.093
59 H 3.402 5.092 -5.071  N15 1.016
60 H -3.620 -3.492 -1.454  C23 1.097
61 H -1.490 1.418 -1.136  C22 1.097
62 H -2.532 -5.405 -0.162  C21 1.098
63 H -3.698 5.892 5.507  N12 1.019
64 H 0.436 8.541 5.038  C32 1.088
65 H -3.219 0.078 -3.020  N11 1.018
66 H 2.751 -5.608 -0.681  C42 1.089
67 H 1.083 -6.156 4.025  C40 1.092
68 H 3.150 -4.088 1.647  C48 1.089
69 H 3.161 3.680 -5.822  N15 1.018
70 H -0.683 2.202 1.337  C45 1.093
71 H 1.453 -3.003 -0.757  N13 1.018
72 H 5.024 -2.834 -3.208  C38 1.097
73 H -0.666 -2.410 -4.015  C27 1.095
74 H -3.766 2.396 0.389  C51 1.086
75 H 3.780 -5.153 -3.474  C28 1.097
76 H -1.862 2.072 -2.755  C22 1.100
77 H 0.868 2.658 2.091  C45 1.089
78 H 5.094 -2.512 -1.453  C38 1.091
79 H 1.060 -4.411 -2.276  C35 1.101
80 H -1.123 4.797 2.431  C30 1.097
81 H 5.606 -4.079 -2.091  C38 1.100
82 H 0.638 -5.520 -4.279  N10 1.010
83 H -1.636 -5.249 4.678  N18 1.018
84 H -2.145 -5.240 -1.886  C21 1.085
85 H -2.781 4.646 2.187  C30 1.098
86 H -3.141 7.025 2.820  C50 1.103
87 H 0.976 8.292 6.663  C32 1.101
88 H -1.369 -5.384 -4.125  C31 1.089
89 H 2.796 -3.732 -3.878  C28 1.100
90 H 1.956 2.852 4.522  C24 1.090
91 H -5.215 -4.119 0.082  C33 1.095
92 H 3.123 5.077 4.716  C39 1.090
93 H -1.981 3.520 3.349  C30 1.085
94 H 1.651 4.759 -3.619  C19 1.096
95 H 1.212 2.156 -5.146  C36 1.088
96 H -2.539 -4.097 -3.909  C31 1.091
97 H -0.547 -0.345 0.357  C43 1.100
98 H -4.607 -0.133 -2.234  N11 1.014
99 H 0.352 -0.778 1.809  C43 1.107
100 H -1.465 9.425 4.120  C25 1.095
101 H 2.357 -1.258 0.626  C49 1.099
102 H -2.751 -5.261 -5.261  C31 1.088
103 H -0.423 -5.445 5.710  N18 1.016
104 H -3.162 -1.751 0.276  C46 1.106
105 H -4.920 1.038 0.149  C51 1.092
106 H 3.015 -3.722 3.404  C48 1.094
107 H 0.765 -0.683 -1.909  C53 1.101
108 H 0.426 -0.324 -4.516  C54 1.095
109 H 3.864 3.804 -2.983  C34 1.103
110 H 2.435 -1.311 -1.881  C53 1.089
111 H -1.900 -3.066 -6.042  C29 1.103
112 H 0.350 2.620 -3.689  C36 1.097
113 H -1.085 5.048 -0.839  C52 1.088
114 H 2.739 -5.377 2.771  C48 1.095
115 H 5.314 1.671 -2.964  C20 1.096
116 H -1.846 -2.707 0.906  C46 1.095
117 H 0.627 -3.533 -4.486  C27 1.098
118 H -0.149 3.541 -0.870  C52 1.099
119 H -3.187 9.515 3.655  C25 1.097
120 H 1.808 -1.458 -4.428  C54 1.098
121 H -5.319 -2.439 0.710  C33 1.096
122 H -5.586 -3.824 1.792  C33 1.088
123 H -0.738 4.281 -2.386  C52 1.097
124 H -0.399 7.296 6.080  C32 1.092
125 H 0.804 -3.038 0.746  N13 1.020
126 H 1.615 -0.446 -5.865  C54 1.089
127 H -1.222 -4.779 -7.359  N17 1.019
128 H 0.962 4.262 4.039  C24 1.093
129 H 0.905 5.459 6.786  C26 1.105
130 H 0.694 3.468 5.554  C24 1.100
131 H 2.825 3.593 7.223  N16 1.017
132 H 4.073 4.523 6.784  N16 1.017
133 H 3.888 0.770 -2.395  C20 1.094
134 H -0.090 1.301 2.726  C45 1.100
135 H -3.260 0.707 0.413  C51 1.098
136 H 2.602 -6.971 -1.790  C42 1.095
137 H -4.249 5.043 4.285  N12 1.023
138 H -0.989 -4.753 -0.533  C21 1.093
139 H 2.551 2.851 -2.305  C34 1.104
140 H -1.422 7.277 3.163  C50 1.100
141 H 1.983 0.378 -1.425  C53 1.093
142 H 1.170 -6.392 -0.935  C42 1.091
143 H 2.402 6.276 7.019  C26 1.109
144 H 0.755 -3.695 4.312  C47 1.101
145 H -1.433 5.456 4.805  C44 1.098
146 H -2.704 9.689 5.336  C25 1.092
147 H 0.120 3.641 -5.082  C36 1.086
148 H 4.600 0.369 -3.963  C20 1.089
149 H 0.369 -6.619 1.775  C41 1.094
150 H 0.759 -6.827 -3.320  N10 1.008
151 H -2.311 -1.643 -1.900  N14 1.020
152 H -0.937 -2.362 -1.343  N14 1.028
153 H -4.304 2.202 -2.025  C37 1.094


<B>
A 9-piece molecular cluster, C36H99N9O9 overall, computed with ωB97M-V/def2-TZVPD.

SMILES: COC[C@H](C)N.COC[C@H](C)N.COC[C@H](C)N.COC[C@H](C)N.COC[C@H](C)N.COC[C@H](C)N.COC[C@H](C)N.COC[C@H](C)N.COC[C@H](C)N
HOMO-LUMO gap, eV: 9.03
Net charge: 0
E_HOMO, Ha: -0.319

Each atom is followed by the atoms it is bonded to, with distances in Å.
Positions of all 153 atoms, in Å:
1 O -2.529 4.077 1.942  C43 1.337, C54 1.449
2 O 6.685 -1.493 2.902  C38 1.418, C44 1.497
3 O 2.656 0.990 -2.875  C39 1.402, C48 1.429
4 O 2.006 7.709 4.149  C30 1.394, C51 1.401
5 O -5.090 0.808 -1.312  C23 1.456, C40 1.477
6 O -2.110 -6.160 -2.337  C26 1.486, C33 1.489
7 O 1.690 -2.702 3.658  C22 1.454, C34 1.384
8 O -0.219 1.013 1.175  C37 1.468, C50 1.400
9 O 1.072 -2.887 -3.046  C35 1.371, C42 1.465
10 N -0.533 -5.446 2.750  C36 1.456, H76 1.010, H143 1.010
11 N -4.208 -8.230 -1.002  C53 1.476, H86 1.010, H139 1.010
12 N 5.839 -1.712 -0.028  C27 1.463, H68 1.010, H69 1.010
13 N -5.303 4.065 0.432  C24 1.397, H61 1.010, H63 1.010
14 N -2.155 0.102 -1.179  C20 1.451, H77 1.010, H142 1.010
15 N 0.761 -3.216 -6.904  C41 1.463, H100 1.010, H106 1.010
16 N -0.054 0.345 -3.546  C21 1.447, H115 1.010, H150 1.010
17 N 4.264 6.220 1.673  C45 1.462, H110 1.010, H120 1.010
18 N -3.270 6.494 1.145  C19 1.430, H79 1.010, H112 1.010
19 C -1.924 6.223 0.745  N18 1.430, C29 1.579, C54 1.542, H62 1.090
20 C -2.017 -0.471 0.147  N14 1.451, C37 1.539, C52 1.555, H121 1.090
21 C 0.535 1.662 -3.664  N16 1.447, C46 1.553, C48 1.577, H111 1.090
22 C 0.499 -3.519 3.834  O7 1.454, C36 1.577, H65 1.090, H97 1.090
23 C -5.435 1.724 -0.234  O5 1.456, C24 1.594, H81 1.090, H127 1.090
24 C -4.934 3.193 -0.595  N13 1.397, C23 1.594, C47 1.515, H132 1.090
25 C 5.048 -3.335 1.366  C27 1.533, H80 1.090, H82 1.090, H91 1.090
26 C -1.541 -4.874 -1.855  O6 1.486, H129 1.090, H148 1.090, H151 1.090
27 C 5.009 -1.815 1.173  N12 1.463, C25 1.533, C44 1.526, H149 1.090
28 C 0.950 -4.302 1.318  C36 1.513, H107 1.090, H108 1.090, H152 1.090
29 C -1.063 7.540 0.879  C19 1.579, H102 1.090, H130 1.090, H138 1.090
30 C 1.288 8.863 3.837  O4 1.394, H66 1.090, H116 1.090, H141 1.090
31 C 0.479 -5.013 -5.248  C41 1.582, H57 1.090, H114 1.090, H123 1.090
32 C -5.757 -7.267 -2.613  C53 1.540, H92 1.090, H117 1.090, H135 1.090
33 C -3.597 -6.142 -2.416  O6 1.489, C53 1.585, H72 1.090, H124 1.090
34 C 1.883 -1.869 4.747  O7 1.384, H98 1.090, H103 1.090, H140 1.090
35 C 2.130 -2.487 -2.271  O9 1.371, H59 1.090, H94 1.090, H131 1.090
36 C 0.694 -4.662 2.765  N10 1.456, C22 1.577, C28 1.513, H147 1.090
37 C -0.622 -0.344 0.783  O8 1.468, C20 1.539, H78 1.090, H95 1.090
38 C 6.406 -1.810 4.256  O2 1.418, H84 1.090, H113 1.090, H153 1.090
39 C 3.748 0.962 -1.996  O3 1.402, H70 1.090, H109 1.090, H128 1.090
40 C -5.514 -0.592 -1.106  O5 1.477, H74 1.090, H104 1.090, H118 1.090
41 C 0.405 -3.453 -5.506  N15 1.463, C31 1.582, C42 1.568, H64 1.090
42 C 1.377 -2.779 -4.475  O9 1.465, C41 1.568, H119 1.090, H146 1.090
43 C -2.110 3.101 2.755  O1 1.337, H88 1.090, H93 1.090, H134 1.090
44 C 5.547 -0.821 2.198  O2 1.497, C27 1.526, H85 1.090, H90 1.090
45 C 2.998 6.657 2.261  N17 1.462, C49 1.546, C51 1.507, H136 1.090
46 C -0.667 2.643 -3.589  C21 1.553, H83 1.090, H101 1.090, H144 1.090
47 C -3.461 3.352 -0.908  C24 1.515, H58 1.090, H67 1.090, H73 1.090
48 C 1.601 1.888 -2.525  O3 1.429, C21 1.577, H89 1.090, H133 1.090
49 C 2.178 5.400 2.629  C45 1.546, H75 1.090, H87 1.090, H126 1.090
50 C 1.055 1.128 1.745  O8 1.400, H56 1.090, H105 1.090, H122 1.090
51 C 3.202 7.585 3.430  O4 1.401, C45 1.507, H55 1.090, H99 1.090
52 C -2.390 -1.964 -0.075  C20 1.555, H125 1.090, H137 1.090, H145 1.090
53 C -4.276 -7.570 -2.320  N11 1.476, C32 1.540, C33 1.585, H96 1.090
54 C -1.486 5.027 1.614  O1 1.449, C19 1.542, H60 1.090, H71 1.090
55 H 3.952 7.051 4.014  C51 1.090
56 H 1.134 0.958 2.819  C50 1.090
57 H -0.136 -5.349 -4.413  C31 1.090
58 H -3.272 3.044 -1.936  C47 1.090
59 H 2.544 -1.519 -2.554  C35 1.090
60 H -1.075 5.437 2.536  C54 1.090
61 H -6.262 3.830 0.645  N13 1.010
62 H -1.995 6.027 -0.325  C19 1.090
63 H -4.717 3.680 1.159  N13 1.010
64 H -0.569 -3.050 -5.229  C41 1.090
65 H 0.378 -3.924 4.838  C22 1.090
66 H 0.233 8.916 4.105  C30 1.090
67 H -3.049 4.359 -0.840  C47 1.090
68 H 6.679 -1.280 0.332  N12 1.010
69 H 6.099 -2.596 -0.441  N12 1.010
70 H 3.362 0.489 -1.092  C39 1.090
71 H -0.731 4.585 0.963  C54 1.090
72 H -3.936 -5.506 -1.598  C33 1.090
73 H -2.931 2.695 -0.218  C47 1.090
74 H -6.596 -0.631 -1.230  C40 1.090
75 H 1.093 5.505 2.627  C49 1.090
76 H -0.062 -6.326 2.902  N10 1.010
77 H -2.882 -0.264 -1.777  N14 1.010
78 H -0.539 -0.920 1.704  C37 1.090
79 H -3.671 6.940 0.332  N18 1.010
80 H 4.420 -3.789 2.132  C25 1.090
81 H -4.926 1.406 0.676  C23 1.090
82 H 4.847 -3.873 0.439  C25 1.090
83 H -0.378 3.458 -4.253  C46 1.090
84 H 6.268 -0.919 4.868  C38 1.090
85 H 6.072 -0.006 1.699  C44 1.090
86 H -4.622 -9.143 -1.124  N11 1.010
87 H 2.598 4.762 3.407  C49 1.090
88 H -1.553 2.411 2.121  C43 1.090
89 H 1.176 1.839 -1.523  C48 1.090
90 H 4.907 -0.568 3.043  C44 1.090
91 H 6.067 -3.569 1.675  C25 1.090
92 H -6.435 -8.106 -2.772  C32 1.090
93 H -2.980 2.657 3.238  C43 1.090
94 H 2.866 -3.292 -2.283  C35 1.090
95 H 0.084 -0.828 0.108  C37 1.090
96 H -3.802 -8.209 -3.066  C53 1.090
97 H -0.386 -2.907 3.661  C22 1.090
98 H 2.016 -2.432 5.671  C34 1.090
99 H 3.565 8.559 3.101  C51 1.090
100 H 0.738 -2.224 -7.091  N15 1.010
101 H -0.916 2.935 -2.569  C46 1.090
102 H -1.242 8.036 1.833  C29 1.090
103 H 1.008 -1.223 4.823  C34 1.090
104 H -5.092 -1.331 -1.788  C40 1.090
105 H 1.712 0.293 1.503  C50 1.090
106 H 1.620 -3.558 -7.310  N15 1.010
107 H 1.133 -5.212 0.746  C28 1.090
108 H 0.241 -3.665 0.791  C28 1.090
109 H 4.208 1.923 -1.766  C39 1.090
110 H 4.651 5.368 2.053  N17 1.010
111 H 1.065 1.577 -4.612  C21 1.090
112 H -3.673 5.599 1.382  N18 1.010
113 H 7.231 -2.302 4.771  C38 1.090
114 H 1.461 -5.453 -5.072  C31 1.090
115 H -0.590 0.564 -2.719  N16 1.010
116 H 1.863 9.693 4.248  C30 1.090
117 H -6.340 -6.835 -1.800  C32 1.090
118 H -5.462 -0.953 -0.079  C40 1.090
119 H 2.379 -3.171 -4.647  C42 1.090
120 H 4.154 6.011 0.691  N17 1.010
121 H -2.700 -0.055 0.887  C20 1.090
122 H 1.520 2.078 1.481  C50 1.090
123 H 0.141 -5.608 -6.096  C31 1.090
124 H -3.892 -5.512 -3.255  C33 1.090
125 H -1.662 -2.415 -0.749  C52 1.090
126 H 2.217 4.917 1.652  C49 1.090
127 H -6.489 1.548 -0.021  C23 1.090
128 H 4.552 0.320 -2.355  C39 1.090
129 H -1.853 -3.980 -2.396  C26 1.090
130 H -0.013 7.273 0.754  C29 1.090
131 H 1.720 -2.493 -1.261  C35 1.090
132 H -5.348 3.452 -1.570  C24 1.090
133 H 1.957 2.913 -2.636  C48 1.090
134 H -1.365 3.245 3.537  C43 1.090
135 H -5.829 -6.647 -3.507  C32 1.090
136 H 2.593 7.094 1.349  C45 1.090
137 H -2.481 -2.559 0.834  C52 1.090
138 H -1.203 8.194 0.019  C29 1.090
139 H -3.227 -8.408 -0.838  N11 1.010
140 H 2.663 -1.128 4.570  C34 1.090
141 H 1.217 8.988 2.756  C30 1.090
142 H -2.274 1.094 -1.029  N14 1.010
143 H -1.067 -5.392 3.606  N10 1.010
144 H -1.575 2.264 -4.057  C46 1.090
145 H -3.308 -2.096 -0.648  C52 1.090
146 H 1.613 -1.731 -4.660  C42 1.090
147 H 1.562 -5.294 2.950  C36 1.090
148 H -1.830 -4.925 -0.806  C26 1.090
149 H 4.018 -1.388 1.023  C27 1.090
150 H 0.690 -0.251 -3.214  N16 1.010
151 H -0.460 -4.884 -2.000  C26 1.090
152 H 1.885 -3.742 1.294  C28 1.090
153 H 5.484 -2.386 4.174  C38 1.090


Energies relative to the most stable structure are <A> 0.0000; <B> 0.2783, reported in hartree.